1.
Molecular formula: C4H9NOS
Method: DFT, the ωB97M-V functional and the def2-TZVPD basis

Geometry as ORCA input:
```
! RIJCOSX wB97M-V def2-TZVPD def2/J DEFGRID3
* xyz 0 1
C 1.40 -0.75 0.69
C 1.03 -0.93 -0.82
C 0.40 0.24 1.27
C -1.45 1.41 -0.77
N -0.40 -1.12 -0.94
O -2.40 -0.66 0.65
S -1.06 -0.17 0.09
H 1.25 -1.72 1.30
H 2.40 -0.20 0.71
H 1.35 -0.12 -1.54
H 1.36 -1.96 -1.24
H 0.03 0.03 2.27
H 0.61 1.16 1.00
H -2.22 1.08 -1.45
H -1.85 2.14 -0.16
H -0.47 1.58 -1.08
*
```

Results
energy above the lowest of the compared OMol25 structures with the same formula, charge and spin = 94.92 kcal per mole
E_LUMO = 0.7 eV
HOMO level = -9.0 eV

***

2.
Molecular formula: C4H9NOS
Method: DFT, the ωB97M-V functional and the def2-TZVPD basis

Geometry as ORCA input:
```
! RIJCOSX wB97M-V def2-TZVPD def2/J DEFGRID3
* xyz 0 1
O -1.49 -0.52 0.33
C -0.74 -0.62 -0.67
N 0.54 -0.37 -0.50
C 1.27 0.07 0.66
C 0.74 1.36 1.26
S -0.27 1.59 2.74
C -1.18 -1.26 -2.01
H 1.21 -0.28 -1.27
H 1.11 -0.69 1.48
H 2.35 0.07 0.57
H 0.09 1.98 0.32
H 1.64 1.90 1.52
H -1.47 1.01 2.57
H -2.12 -1.83 -1.82
H -1.36 -0.55 -2.82
H -0.33 -1.86 -2.38
*
```

Results
energy above the lowest of the compared OMol25 structures with the same formula, charge and spin = 39.59 kcal per mole
E_LUMO = 0.7 eV
HOMO level = -8.8 eV
SMILES = CC(=O)NCCS

***

3.
Molecular formula: C4H9NOS2
Method: DFT, the ωB97M-V functional and the def2-TZVPD basis

Geometry as ORCA input:
```
! RIJCOSX wB97M-V def2-TZVPD def2/J DEFGRID3
* xyz 0 1
C 2.66 0.48 -0.39
C -2.81 0.17 0.34
C -0.85 -1.23 -0.09
C -1.31 0.02 0.63
N 3.18 1.51 0.25
O 2.43 -1.56 -1.91
S 3.33 -0.85 -1.03
S -0.27 1.36 -0.03
H -3.44 -0.72 0.57
H -3.20 0.86 1.05
H -3.05 0.64 -0.60
H -1.09 -1.21 -1.16
H -1.18 -2.26 0.24
H 0.24 -1.36 -0.05
H -1.05 0.08 1.79
H 3.91 1.98 -0.40
H 2.49 2.09 0.79
*
```

Results
energy above the lowest of the compared OMol25 structures with the same formula, charge and spin = 140.61 kcal per mole
E_LUMO (alpha / beta) = -2.5 / -2.5 eV
HOMO level (alpha / beta) = -8.0 / -8.0 eV

***

4.
Molecular formula: C4H9NP
Method: DFT, the ωB97M-V functional and the def2-TZVPD basis

Geometry as ORCA input:
```
! RIJCOSX wB97M-V def2-TZVPD def2/J DEFGRID3
* xyz 1 1
C -0.60 -1.48 -0.56
C -1.15 -0.35 0.11
C -0.22 0.35 1.17
C 1.14 0.52 0.44
N 1.05 1.01 -1.00
P 1.78 -0.61 -0.77
H -0.64 -2.38 -0.06
H -1.44 0.46 -0.57
H -1.94 -0.68 0.85
H -0.71 1.18 1.54
H -0.04 -0.29 2.09
H 1.89 1.09 1.07
H -0.67 -1.68 -1.59
H 1.45 1.89 -1.32
H 0.09 0.96 -1.40
*
```

Results
energy above the lowest of the compared OMol25 structures with the same formula, charge and spin = 50.71 kcal per mole
E_LUMO = -4.5 eV
HOMO level = -13.5 eV